# 1
The following is a quantum chemistry calculation of a molecular structure, C30H35N4O2P2PtSSi at a distorted geometry, from the Open Molecules 2025 dataset.

XYZ file:
```
76
Properties=species:S:1:pos:R:3
Pt 0.5082 0.4581 0.1543
C 3.3987 -6.0121 0.1989
Si 1.7245 -5.1369 -0.0728
C 1.4325 -4.8250 -1.9273
C 0.1216 -5.9780 0.5665
C 1.7491 -3.6086 1.1253
C 1.8338 -3.8179 2.4994
C 1.6822 -2.7736 3.3960
C 1.4141 -1.5027 2.8863
N 1.3451 -1.2843 1.5910
C 1.5254 -2.2860 0.7132
S 1.4049 -1.7642 -0.9313
H 3.4764 -6.8301 -0.5111
H 3.4590 -6.4282 1.2011
H 4.2552 -5.3612 0.0492
H 1.1124 -5.7477 -2.4019
H 2.3308 -4.4872 -2.4332
H 0.6556 -4.0841 -2.0909
H 0.0756 -6.9757 0.1419
H -0.7723 -5.4472 0.2522
H 0.1114 -6.0667 1.6483
H 2.0101 -4.8111 2.8855
H 1.7517 -2.9352 4.4586
H 1.2607 -0.6539 3.5391
C 3.6003 1.0741 -1.5108
P 2.4324 1.9495 -0.4090
C 3.5788 2.8722 0.6682
C 1.6715 3.1848 -1.5206
C 2.2912 4.4151 -1.7256
C 1.7711 5.3250 -2.6311
C 0.6233 5.0191 -3.3439
C -0.0190 3.8084 -3.1377
C 0.5009 2.8873 -2.2302
P -0.3206 1.2669 -2.0539
C -2.1156 1.5634 -2.2352
C 0.1177 0.4136 -3.6068
H 4.2585 1.8014 -1.9862
H 3.0760 0.5145 -2.2815
H 4.2071 0.3867 -0.9242
H 4.3610 3.3300 0.0611
H 4.0543 2.1747 1.3558
H 3.0685 3.6428 1.2414
H 3.1825 4.6794 -1.1801
H 2.2586 6.2794 -2.7639
H 0.2181 5.7223 -4.0562
H -0.9199 3.5888 -3.6934
H -2.4292 2.4162 -1.6355
H -2.6596 0.6784 -1.9045
H -2.3609 1.7373 -3.2835
H -0.0091 1.1182 -4.4320
H -0.5383 -0.4429 -3.7567
H 1.1493 0.0699 -3.5865
O -6.8549 1.5253 2.4250
N -6.1712 0.6852 1.9195
O -6.5239 -0.3615 1.4417
C -4.7243 0.9975 1.8412
C -4.3710 2.3031 1.9747
C -3.0154 2.7137 1.8536
C -2.5959 4.0394 2.0685
C -1.2552 4.3345 1.9803
C -0.3628 3.3211 1.6190
N -0.7408 2.0845 1.3611
C -2.0403 1.7550 1.4934
C -2.4233 0.3805 1.3235
N -1.4735 -0.4986 0.9619
C -1.7634 -1.7824 0.9135
C -3.0147 -2.2861 1.2639
C -4.0199 -1.4097 1.5967
C -3.7588 -0.0284 1.5842
H -5.1348 3.0410 2.1822
H -3.3180 4.7970 2.3336
H -0.8958 5.3314 2.1799
H 0.6977 3.5252 1.5617
H -0.9722 -2.4544 0.6157
H -3.1846 -3.3496 1.2734
H -4.9991 -1.7820 1.8579
```

The spin multiplicity is 1. For the molar mass, the calculation gives 800.8 g/mol. Its LUMO energy is -10.98 eV. The HOMO energy comes out at -16.612 eV. The total charge is +3. The calculation puts the total energy at -82245.222 eV. For the energy above the lowest of the compared OMol25 structures with the same formula, charge and spin, the calculation gives 0.00 kJ/mol.

***

# 2
The following is a quantum chemistry calculation of a molecular structure, C30H36BrCl2N3S2SbSiTl, from the Open Molecules 2025 dataset.

XYZ file:
```
77
Properties=species:S:1:pos:R:3
Tl 0.0963 -0.8544 0.0871
C -3.6441 -2.0892 -1.5787
C -3.2586 -0.7077 -2.0344
C -4.0446 -0.0208 -2.9497
C -3.6445 1.2715 -3.3029
C -2.5146 1.8154 -2.7524
C -1.7304 1.0560 -1.8270
N -2.1500 -0.1994 -1.5063
N -0.5970 1.4747 -1.2620
Si 0.0392 3.0474 -1.2235
C 0.0222 4.0737 -2.8529
C -0.8901 4.1788 0.0013
C 1.8579 3.0219 -0.7325
H -4.5493 -2.4289 -2.0846
H -3.8193 -2.0894 -0.5011
H -2.8389 -2.7966 -1.7767
H -4.9367 -0.4656 -3.3727
H -4.2328 1.8389 -4.0180
H -2.1971 2.8179 -3.0087
H -0.9037 4.6460 -2.9652
H 0.1229 3.4336 -3.7347
H 0.8519 4.7858 -2.8676
H -1.9683 4.1387 -0.1808
H -0.5696 5.2216 -0.0872
H -0.7166 3.8633 1.0331
H 2.4737 2.5715 -1.5148
H 2.0117 2.4414 0.1749
H 2.2268 4.0363 -0.5512
Br -1.7398 0.6043 2.2026
C -0.4450 1.7628 3.0493
C -0.9398 2.7347 3.8713
C -0.0449 3.5419 4.5992
C 1.3000 3.3294 4.4913
C 1.8161 2.3462 3.6130
C 3.2066 2.1377 3.4928
C 3.6842 1.1987 2.6182
C 2.7971 0.4562 1.8175
C 1.4179 0.5758 1.8753
C 0.9360 1.5300 2.8274
H -2.0079 2.8725 3.9711
H -0.4383 4.3101 5.2546
H 2.0022 3.9093 5.0827
H 3.8777 2.7473 4.0906
H 4.7549 1.0360 2.5359
H 3.2276 -0.2444 1.1034
S 3.1458 -4.0116 0.2048
C 3.3410 -2.8345 -0.9666
N 2.5187 -1.8951 -1.3505
C 3.0271 -1.0673 -2.3238
C 2.3575 0.0128 -2.9012
C 2.9819 0.7359 -3.9046
C 4.2714 0.4243 -4.3296
C 4.9636 -0.6290 -3.7458
C 4.3343 -1.3714 -2.7589
S 4.9283 -2.7526 -1.8935
H 1.3687 0.2822 -2.5431
H 2.4568 1.5689 -4.3583
H 4.7392 1.0038 -5.1172
H 5.9746 -0.8753 -4.0483
Cl -0.9955 -4.7733 -0.6986
C 0.1554 -4.5820 -2.0285
Cl -0.2306 -5.6527 -3.3870
H 1.1418 -4.8279 -1.6496
H 0.1074 -3.5543 -2.3698
C -2.7551 -5.3240 2.3898
Sb -2.1795 -3.2384 2.0854
C -1.1261 -3.2038 3.9768
C -4.0299 -2.5294 3.0010
H -3.2227 -5.4505 3.3666
H -1.8651 -5.9510 2.3293
H -3.4505 -5.6390 1.6108
H -1.7180 -3.7061 4.7427
H -0.9353 -2.1715 4.2681
H -0.1714 -3.7154 3.8571
H -4.3794 -3.2234 3.7661
H -4.7968 -2.4334 2.2309
H -3.8583 -1.5459 3.4381
```

The spin multiplicity is 1. For the molar mass, the calculation gives 1007.8 g/mol. Its LUMO energy is 4.31 eV. The HOMO energy comes out at -1.367 eV. The total charge is -2. The calculation puts the total energy at -172034.173 eV. For the energy above the lowest of the compared OMol25 structures with the same formula, charge and spin, the calculation gives 20.55 kJ/mol.

***

# 3
The following is a quantum chemistry calculation of a molecular structure, C30H36Cl3N2O3Zr, from the Open Molecules 2025 dataset.

XYZ file:
```
75
Properties=species:S:1:pos:R:3
Zr 0.0001 0.7968 0.3050
C 1.9737 -2.8755 0.0335
C 1.8539 -1.6268 0.8507
C 1.3328 -1.6582 2.1576
C 1.3090 -0.5286 2.9611
C 1.8457 0.6797 2.5008
C 2.3894 0.7345 1.2178
C 2.3574 -0.4039 0.3841
H 2.8777 -3.4046 0.3493
H 2.0811 -2.6623 -1.0290
H 1.1405 -3.5595 0.1912
H 0.9583 -2.5967 2.5505
H 0.8984 -0.5872 3.9616
H 1.8671 1.5543 3.1387
H 2.8660 1.6389 0.8546
H 2.8277 -0.3459 -0.5896
C -0.9172 -2.1234 -2.7153
C -2.2376 -1.7079 -2.1198
C -3.3291 -2.5683 -2.1332
C -4.5444 -2.1802 -1.5869
C -4.6848 -0.9213 -1.0216
C -3.6199 -0.0246 -0.9881
C -3.7984 1.3460 -0.3879
C -2.4123 -0.4509 -1.5374
N -1.2466 0.4246 -1.5251
C -1.0107 1.1421 -2.5701
C -1.9042 1.2587 -3.7428
C 0.3176 1.8643 -2.5855
C 0.6959 2.6508 -3.7839
N 1.0517 1.6907 -1.5448
C 2.4429 2.1241 -1.6118
C 2.8560 3.2661 -0.9196
C 1.9039 4.0982 -0.1044
C 4.1969 3.6209 -1.0054
C 5.0932 2.8609 -1.7424
C 4.6547 1.7362 -2.4200
C 3.3181 1.3487 -2.3817
C 2.8772 0.1489 -3.1844
H -0.9328 -3.1774 -2.9838
H -0.0826 -1.9686 -2.0201
H -0.6842 -1.5663 -3.6268
H -3.2261 -3.5473 -2.5841
H -5.3886 -2.8560 -1.6135
H -5.6415 -0.6168 -0.6161
H -4.8545 1.6051 -0.3462
H -3.2933 2.1267 -0.9585
H -3.4389 1.3873 0.6478
H -2.7908 0.6394 -3.6545
H -1.3652 1.0036 -4.6588
H -2.2052 2.3061 -3.8521
H -0.1103 3.3435 -4.0352
H 0.8228 1.9956 -4.6505
H 1.6170 3.2040 -3.6272
H 0.9907 4.3398 -0.6492
H 2.3754 5.0339 0.1879
H 1.6117 3.5978 0.8281
H 4.5392 4.5097 -0.4908
H 6.1338 3.1512 -1.7927
H 5.3536 1.1498 -3.0034
H 3.6950 -0.5647 -3.2759
H 2.6052 0.4350 -4.2030
H 2.0196 -0.3751 -2.7529
C -1.7272 -2.1077 0.9828
O -1.3532 -0.6943 1.1558
H -2.7594 -2.1558 0.6472
H -1.5936 -2.6081 1.9390
H -1.0618 -2.5240 0.2341
H -1.8706 -0.3152 1.8857
Cl -0.5676 4.7943 2.7879
C -1.9190 3.9439 2.0030
Cl -2.6825 4.9434 0.7924
Cl -3.0709 3.3475 3.1781
C -1.2065 2.7695 1.3491
O -0.8350 2.7762 0.1385
O -0.9013 1.7148 2.0102
```

The spin multiplicity is 1. For the molar mass, the calculation gives 670.2 g/mol. Its LUMO energy is -10.82 eV. The HOMO energy comes out at -17.128 eV. The total charge is +3. The calculation puts the total energy at -79642.551 eV. For the energy above the lowest of the compared OMol25 structures with the same formula, charge and spin, the calculation gives 63.20 kJ/mol.

***

# 4
The following is a quantum chemistry calculation of a molecular structure, C30H36ClF2N7PS2W, from the Open Molecules 2025 dataset.

XYZ file:
```
80
Properties=species:S:1:pos:R:3
W -1.2602 0.1518 -1.7269
F 1.0242 4.6863 0.4069
C 0.2283 4.1757 -0.5637
C -0.0297 2.8265 -0.5766
C -0.8389 2.2803 -1.5809
C -1.3688 3.1438 -2.5588
C -1.0740 4.5016 -2.4842
F -1.5617 5.3720 -3.4063
C -0.2805 5.0528 -1.5032
C -2.1864 2.5064 -3.6021
C -2.8142 3.1705 -4.6571
C -3.5483 2.4499 -5.5766
C -3.6456 1.0768 -5.4389
C -3.0034 0.4803 -4.3738
N -2.2961 1.1680 -3.4692
H 0.4107 2.2034 0.1915
H -0.0658 6.1108 -1.4823
H -2.7183 4.2387 -4.7426
H -4.0387 2.9636 -6.3943
H -4.2047 0.4630 -6.1307
H -3.0478 -0.5866 -4.2142
S -2.3375 -2.0356 -2.2379
C -3.6680 -2.1049 -1.1053
C -4.3634 -3.3561 -1.0237
N -4.8954 -4.3756 -0.9525
C -4.0462 -1.0592 -0.3262
S -3.2748 0.4934 -0.3278
C -5.1649 -1.2019 0.5668
N -6.0509 -1.3152 1.2929
Cl 0.5330 -0.2940 -3.3363
N -0.1303 -0.3205 -0.2754
P 0.8876 -0.6128 0.8434
N 2.5087 -0.5361 0.4850
C 2.9059 -1.5034 -0.5709
C 4.2181 -1.0803 -1.2092
C 4.0570 0.2534 -1.9475
C 3.1364 1.2014 -1.1590
C 3.0922 0.8065 0.3097
N 0.7457 0.5057 2.0728
C -0.6060 0.9851 2.4070
C -0.4938 2.1503 3.3726
C 0.0747 1.6805 4.7184
C 1.0734 0.5290 4.5152
C 1.7379 0.6247 3.1486
N 0.6679 -2.1830 1.3373
C 1.5025 -2.8216 2.3437
C 1.7721 -4.2809 1.9555
C 0.5634 -4.8897 1.2263
C -0.7182 -4.2000 1.6711
C -0.7015 -2.7343 1.2405
H 2.1279 -1.5528 -1.3432
H 2.9959 -2.4943 -0.1267
H 4.5449 -1.8659 -1.8936
H 4.9882 -1.0057 -0.4350
H 3.6231 0.0725 -2.9330
H 5.0390 0.7063 -2.1081
H 2.1210 1.1547 -1.5612
H 3.4672 2.2390 -1.2478
H 2.4980 1.5199 0.8784
H 4.0981 0.8215 0.7456
H -1.2136 0.1875 2.8567
H -1.1165 1.2668 1.4892
H -1.4720 2.6150 3.5040
H 0.1535 2.9080 2.9206
H -0.7402 1.3434 5.3635
H 0.5557 2.5144 5.2354
H 0.5612 -0.4352 4.5805
H 1.8372 0.5301 5.2963
H 2.4946 -0.1498 3.0297
H 2.2688 1.5834 3.0688
H 1.0134 -2.7736 3.3275
H 2.4403 -2.2720 2.4324
H 2.0152 -4.8515 2.8566
H 2.6523 -4.3284 1.3106
H 0.5107 -5.9647 1.4087
H 0.6781 -4.7592 0.1473
H -0.8220 -4.2888 2.7576
H -1.5998 -4.6752 1.2373
H -1.4062 -2.1537 1.8482
H -1.0199 -2.6523 0.2030
```

The spin multiplicity is 3. For the molar mass, the calculation gives 847.1 g/mol. Its LUMO energy (spin up / spin down) is 2.51 / 2.16 eV. The HOMO energy (spin up / spin down) comes out at -3.459 / -4.793 eV. The total charge is -1. The calculation puts the total energy at -92874.076 eV. For the energy above the lowest of the compared OMol25 structures with the same formula, charge and spin, the calculation gives 0.00 kJ/mol.

***

# 5
The following is a quantum chemistry calculation of a gas-phase ion, C30H36F5N2O3Si (charge +1) at a distorted geometry, from the Open Molecules 2025 dataset.

XYZ file:
```
77
Properties=species:S:1:pos:R:3
C -1.6309 -2.0523 1.2246
C -2.0799 -1.2688 2.4644
C -1.0608 -0.1352 2.5595
O 0.2074 -0.2863 2.4180
Si 1.2814 1.0548 1.9554
C 2.9283 0.2173 1.9747
C 0.8946 1.6684 0.2420
C 1.1378 2.4003 3.2121
O -1.5535 1.0653 2.6180
C -3.0615 1.0074 2.3569
C -3.3126 -0.4447 2.0240
H -2.2684 -2.9296 1.0849
H -1.7216 -1.4127 0.3348
H -0.5834 -2.3544 1.2967
H 3.6934 1.0037 2.0191
H 3.0522 -0.4444 2.8391
H 3.0871 -0.3707 1.0630
H 1.5742 2.5180 0.0682
H 1.0946 0.9146 -0.5306
H -0.1334 2.0308 0.1184
H 2.1414 2.8360 3.3325
H 0.4603 3.1945 2.8760
H 0.7973 2.0359 4.1884
H -3.5155 1.4105 3.2642
H -3.2813 1.6712 1.5165
H -3.3912 -0.4904 0.9299
H -4.2512 -0.8659 2.3972
C 0.4164 -8.5422 5.2032
N 0.1442 -7.4665 4.2735
C 0.6022 -7.5152 2.9881
O 1.3541 -8.3681 2.5211
C 0.0609 -6.2805 2.2632
C -0.7894 -6.6731 1.0599
C 0.0846 -7.1811 -0.0434
C 0.0949 -8.5190 -0.4427
F -0.7602 -9.3956 0.1440
C 0.9903 -8.9974 -1.3968
F 1.0029 -10.3034 -1.7339
C 1.8905 -8.1182 -1.9998
F 2.7727 -8.5675 -2.9113
C 1.8708 -6.7656 -1.6534
F 2.7322 -5.9086 -2.2370
C 0.9713 -6.3228 -0.6904
F 0.9963 -5.0039 -0.3330
N -0.6433 -5.5691 3.3247
C -0.9342 -4.2333 3.1555
C -2.0095 -3.5346 3.6220
C -2.1421 -1.9893 3.7087
C -3.2623 -1.6895 4.7895
C -4.2399 -0.6827 4.7812
C -5.3319 -0.6801 5.6594
C -5.4201 -1.6311 6.6757
C -4.3900 -2.5874 6.7863
C -3.3094 -2.5644 5.8904
C -0.8368 -6.4135 4.5177
C -2.2501 -7.0092 4.5319
C -0.5670 -5.6840 5.8338
H 1.2083 -9.1742 4.7923
H 0.7451 -8.1226 6.1587
H -0.4747 -9.1596 5.3836
H 0.9205 -5.6888 1.9053
H -1.4931 -7.4650 1.3482
H -1.3596 -5.7953 0.7217
H -0.1744 -3.7428 2.5237
H -2.8750 -4.0824 4.0266
H -1.2175 -1.7062 4.2664
H -4.2149 0.1300 4.0804
H -6.1187 0.0658 5.5145
H -6.2720 -1.6394 7.3574
H -4.4521 -3.3594 7.5576
H -2.5115 -3.2931 6.0456
H -2.4283 -7.5994 3.6220
H -2.3613 -7.6641 5.4063
H -2.9911 -6.2032 4.5884
H 0.4722 -5.3302 5.8583
H -1.2417 -4.8260 5.9163
H -0.7479 -6.3655 6.6765
```

The spin multiplicity is 1. For the molar mass, the calculation gives 595.7 g/mol. Its LUMO energy is -3.33 eV. The HOMO energy comes out at -10.610 eV. The total charge is +1. The calculation puts the total energy at -62275.708 eV.

***

# 6
The following is a quantum chemistry calculation of a molecular structure, C30H36IrN2O4Te at a distorted geometry, from the Open Molecules 2025 dataset.

XYZ file:
```
74
Properties=species:S:1:pos:R:3
Ir 1.3874 -0.9942 0.4866
O 3.2347 -0.1007 1.2519
C 3.4123 1.0514 1.7751
C 4.6514 1.7200 1.5615
C 4.9592 2.9052 2.1703
C 4.0544 3.5013 3.0556
C 2.8327 2.9120 3.2628
C 2.4564 1.7185 2.6226
C 1.1700 1.1835 2.9071
N 0.6551 0.1369 2.3455
N -0.5202 -0.3198 2.7758
C -0.7908 -1.5691 2.4048
O -0.0107 -2.2958 1.7345
C -2.0862 -2.1075 2.8604
C -2.8209 -1.4539 3.8449
C -4.0272 -1.9774 4.2673
C -4.5106 -3.1524 3.7122
C -3.7897 -3.8001 2.7212
C -2.5793 -3.2828 2.3004
H 5.3543 1.2454 0.8933
H 5.9011 3.3921 1.9527
H 4.3180 4.4188 3.5600
H 2.1091 3.3785 3.9167
H 0.5878 1.6726 3.6891
H -2.4278 -0.5450 4.2697
H -4.5863 -1.4741 5.0435
H -5.4578 -3.5503 4.0479
H -4.1690 -4.7155 2.2896
H -1.9989 -3.7710 1.5340
C -3.8685 5.4720 -1.8672
C -3.0950 4.2277 -1.5466
C -1.8762 3.9690 -2.1586
C -1.2069 2.7736 -1.9587
C 0.0906 2.5190 -2.6588
C -1.7541 1.7964 -1.1206
Te -0.9274 -0.1988 -1.0723
C -2.9320 2.0848 -0.4249
C -3.5238 1.1011 0.5377
C -3.5860 3.2859 -0.6526
H -3.2998 6.1145 -2.5366
H -4.1116 6.0303 -0.9639
H -4.8070 5.2089 -2.3577
H -1.4450 4.7117 -2.8163
H 0.4269 3.4024 -3.1971
H -0.0329 1.6993 -3.3673
H 0.8507 2.2265 -1.9369
H -2.7455 0.4675 0.9624
H -4.2452 0.4614 0.0276
H -4.0390 1.6154 1.3465
H -4.5103 3.4844 -0.1281
C -0.6053 -4.0128 -2.1464
C 0.7369 -3.4878 -1.6131
C 1.8008 -3.5743 -2.7239
C 1.1845 -4.3621 -0.4297
O 0.5799 -2.1695 -1.2088
H -0.5582 -5.0852 -2.3203
H -0.8504 -3.5114 -3.0802
H -1.3805 -3.7949 -1.4164
H 1.9224 -4.6063 -3.0449
H 2.7516 -3.2076 -2.3438
H 1.5019 -2.9683 -3.5780
H 1.3974 -5.3742 -0.7718
H 0.4027 -4.3909 0.3236
H 2.0734 -3.9307 0.0322
C 2.4941 0.0000 -3.7363
C 2.8234 -0.0713 -2.2718
C 4.1937 -0.5479 -1.9024
O 2.0261 0.3125 -1.4280
H 3.0710 -0.7136 -4.3172
H 2.7205 1.0081 -4.0902
H 1.4301 -0.1779 -3.8774
H 4.8673 0.3092 -1.9645
H 4.5560 -1.3134 -2.5837
H 4.1898 -0.9092 -0.8741
```

The spin multiplicity is 6. For the molar mass, the calculation gives 808.4 g/mol. Its LUMO energy (spin up / spin down) is 0.18 / -2.05 eV. The HOMO energy (spin up / spin down) comes out at -7.441 / -7.578 eV. The total charge is 0. The calculation puts the total energy at -52992.038 eV. For the energy above the lowest of the compared OMol25 structures with the same formula, charge and spin, the calculation gives 127.07 kJ/mol.